ORCA calculation (ωB97M-V/def2-TZVPD) on C39H57N4O6Pt as an isolated structure in a non-equilibrium geometry.

LUMO energy (alpha / beta): -4.7 / -4.7 eV
total charge: +1
relative energy (zero: lowest compared OMol25 entry of this formula, charge and spin): 142.3 kJ/mol

```
107
Properties=species:S:1:pos:R:3:forces:R:3
Pt -0.236288 -0.013825 -0.057074 2.58 2.13 0.30
C -1.495426 0.236189 2.532210 0.03 0.00 0.32
N -0.645119 -0.763802 1.840125 -0.44 0.00 -0.20
C -1.359831 -2.057354 1.711121 -0.05 -0.15 0.30
C 0.648842 -0.950969 2.575328 -0.32 -0.35 0.35
C 1.708097 -0.047801 2.040717 0.15 0.43 0.53
N 1.799176 -0.224758 0.594138 -1.02 -0.02 -1.05
C 2.642836 0.791256 -0.067926 -0.08 0.52 -0.54
C 2.297803 2.259566 -0.000404 -1.67 0.32 1.09
C 3.271885 3.092377 -0.495989 0.42 1.07 -0.28
C 3.086537 4.470242 -0.596510 -0.28 -0.37 0.25
C 1.886702 5.007560 -0.084521 1.09 -0.09 -0.34
C 0.890577 4.252363 0.467615 -0.52 -1.39 -0.01
C 1.045187 2.815540 0.440879 2.64 1.19 -1.29
O 0.059535 2.063281 0.787772 -2.24 -3.33 0.71
C -0.374659 4.963972 0.975523 0.07 -0.01 -0.20
C -1.114809 5.512539 -0.259120 -0.03 0.01 0.12
C 0.036481 6.119450 1.903710 -0.12 0.01 0.00
C -1.358814 4.093197 1.769572 -0.01 0.01 -0.02
C 4.109261 5.394882 -1.236971 -0.17 0.15 -0.02
C 4.522807 6.480561 -0.230223 0.08 -0.03 -0.09
C 5.362431 4.653048 -1.699799 -0.03 0.01 0.01
C 3.450090 6.055354 -2.462623 0.14 -0.01 0.03
C 2.330077 -1.572755 0.211671 0.16 -0.26 0.15
C 2.199760 -1.893881 -1.232047 0.78 -0.24 0.25
C 3.336103 -2.146541 -1.998437 0.00 0.19 0.58
C 3.235148 -2.637465 -3.280754 0.05 -0.16 -0.37
C 1.945654 -2.842388 -3.764792 -0.28 -0.08 -0.01
C 0.786822 -2.607157 -3.021361 -0.40 0.07 -0.85
C 0.930938 -2.130344 -1.720458 -0.74 0.35 -0.04
O -0.160134 -1.922383 -0.922463 0.13 0.73 0.73
C -0.611206 -2.844582 -3.619744 0.09 -0.08 0.13
C -1.327914 -3.936763 -2.806557 0.00 0.01 -0.02
C -0.545183 -3.316996 -5.073616 0.01 0.04 0.00
C -1.433992 -1.547302 -3.582970 0.00 0.05 -0.01
C 4.497429 -2.998039 -4.075117 -0.06 0.05 0.10
C 5.192535 -4.170941 -3.367311 0.01 -0.03 -0.01
C 5.452328 -1.796860 -4.120599 -0.05 0.05 -0.04
C 4.178600 -3.420752 -5.508812 -0.05 0.05 -0.02
H -1.719817 -0.101786 3.544909 -0.01 -0.09 0.01
H -2.428377 0.356955 1.986840 0.02 -0.03 -0.02
H -0.986361 1.196814 2.567507 0.03 -0.03 -0.09
H -1.543863 -2.485510 2.698109 -0.01 0.06 0.05
H -0.769369 -2.742383 1.108925 0.01 0.06 -0.01
H -2.311464 -1.896272 1.209357 0.00 0.05 -0.02
H 0.942632 -1.991025 2.480991 -0.10 -0.10 0.00
H 0.516724 -0.755325 3.638948 -0.21 -0.01 0.04
H 2.663416 -0.259689 2.530166 0.06 -0.07 -0.18
H 1.455229 0.989531 2.245022 0.05 0.08 -0.11
H 2.655257 0.514657 -1.120538 0.11 -0.16 -0.05
H 3.662149 0.685432 0.316026 -0.08 -0.25 0.15
H 4.197306 2.649021 -0.846752 -0.01 0.04 -0.01
H 1.749353 6.078719 -0.146501 0.02 0.02 0.05
H -0.511919 6.249696 -0.792642 -0.03 -0.04 0.02
H -2.051498 5.987520 0.046993 0.00 0.02 -0.04
H -1.331100 4.697296 -0.958106 -0.01 0.04 0.03
H 0.630798 6.879387 1.397136 0.00 -0.04 0.01
H 0.614377 5.743273 2.750930 -0.01 0.02 -0.03
H -0.858052 6.609424 2.295133 0.03 0.02 -0.01
H -1.814542 3.317721 1.152417 0.01 0.08 0.04
H -2.150747 4.740095 2.152054 -0.01 0.01 0.04
H -0.871768 3.614670 2.623621 -0.03 0.03 -0.04
H 4.951910 6.034855 0.670467 -0.01 0.01 -0.04
H 3.678368 7.104907 0.066907 0.03 -0.03 -0.01
H 5.274749 7.129918 -0.683594 -0.01 0.03 0.04
H 5.883812 4.179548 -0.863578 -0.02 0.00 -0.04
H 6.051499 5.362910 -2.159326 0.00 -0.01 0.00
H 5.124832 3.892744 -2.447964 0.03 0.01 0.03
H 2.601964 6.680933 -2.176304 0.04 -0.03 -0.01
H 3.090711 5.299411 -3.164547 0.03 0.03 0.02
H 4.180241 6.686512 -2.973554 -0.05 0.03 -0.03
H 1.783004 -2.322921 0.777051 -0.03 0.04 0.06
H 3.382770 -1.630096 0.503026 -0.06 0.20 0.13
H 4.316200 -1.987964 -1.553918 -0.12 0.02 0.01
H 1.832334 -3.201876 -4.776106 -0.02 -0.03 0.04
H -0.741340 -4.859300 -2.810655 -0.06 0.02 0.00
H -2.304890 -4.149890 -3.251021 0.07 0.00 0.03
H -1.476388 -3.623417 -1.772480 0.00 -0.05 -0.06
H -0.027701 -4.274870 -5.164150 0.00 0.04 -0.03
H -0.053406 -2.583256 -5.717574 -0.02 -0.06 0.02
H -1.562298 -3.455347 -5.446511 0.05 0.00 0.01
H -1.590217 -1.210746 -2.558218 -0.03 -0.03 -0.08
H -2.411587 -1.721213 -4.042182 0.07 0.03 0.00
H -0.930605 -0.749243 -4.134988 -0.04 -0.03 -0.02
H 5.496717 -3.901479 -2.352838 -0.01 -0.03 -0.05
H 6.086543 -4.469698 -3.922320 -0.05 0.03 0.05
H 4.523498 -5.032781 -3.305892 0.05 0.02 0.01
H 5.814241 -1.526389 -3.125769 -0.02 0.00 -0.05
H 4.955590 -0.925341 -4.555327 0.06 -0.03 0.02
H 6.323142 -2.037117 -4.736175 -0.04 0.02 0.06
H 3.569328 -4.327354 -5.535533 0.01 0.05 -0.02
H 5.108973 -3.633914 -6.039374 -0.05 0.01 0.03
H 3.657884 -2.628358 -6.053516 0.02 -0.06 0.01
O -3.337650 4.359803 -3.567389 0.01 -0.12 0.02
C -2.955720 3.070475 -3.635412 -0.12 0.33 0.04
O -2.733997 2.533556 -4.673553 0.07 -0.06 0.00
C -2.883614 2.330297 -2.334258 -0.03 -0.09 -0.02
C -3.912883 1.923613 -1.519031 0.03 -0.01 0.14
N -3.383604 1.099962 -0.586581 -0.12 -0.20 0.10
N -2.064749 0.957076 -0.772699 0.14 -1.10 0.47
C -1.755628 1.688803 -1.810870 -0.21 0.36 -0.29
C -0.326973 1.820524 -2.134627 0.55 -0.05 -0.20
O 0.082085 2.818624 -2.652475 0.29 -0.13 -0.32
O 0.396895 0.768814 -1.748906 -0.11 0.49 -0.50
H -3.383499 4.668041 -2.653135 0.06 -0.03 0.00
H -4.966851 2.156918 -1.535253 0.06 -0.09 0.02
H -3.859822 0.615382 0.153421 -0.06 -0.03 0.01
```
Forces are in eV/Å.

Atomic partial charges in e from the Mulliken method, atoms 1 to 6: atom 1 (Pt): 3.67, atom 2 (C): -1.19, atom 3 (N): -0.05, atom 4 (C): -1.10, atom 5 (C): -1.08, atom 6 (C): -0.85